[1]
ORCA calculation (the ωB97M-V functional and the def2-TZVPD basis) on 5 unconnected molecules or ions with the total composition C22H43BClF3N4O8 at a distorted geometry.

CARTESIAN COORDINATES (ANGSTROEM)
C -1.398 2.583 2.282
C -2.501 1.589 2.194
O -2.987 1.040 3.156
O -2.968 1.314 0.926
C -4.356 1.165 0.839
O -4.802 0.205 0.281
C -5.130 2.329 1.374
B -6.708 2.241 1.268
C -7.539 0.915 1.233
C -8.770 0.898 2.158
C -8.542 -0.024 3.335
Cl -10.177 0.207 1.234
C -7.484 3.633 1.225
C -7.303 4.394 2.545
O -8.338 4.122 3.456
C -7.156 5.927 2.334
F -7.574 6.334 1.107
F -7.867 6.638 3.245
F -5.848 6.286 2.445
H -1.149 3.033 1.333
H -0.528 2.104 2.706
H -1.721 3.350 2.978
H -4.799 3.204 0.811
H -4.867 2.545 2.407
H -6.960 0.019 1.417
H -7.886 0.826 0.203
H -9.066 1.880 2.492
H -9.416 -0.010 3.977
H -8.433 -1.040 2.979
H -7.668 0.272 3.907
H -8.544 3.482 1.058
H -7.065 4.216 0.409
H -6.401 4.090 3.062
H -9.182 4.336 3.053
C 1.643 -0.389 -2.135
N 0.868 0.200 -1.058
C -0.464 0.702 -1.336
C 1.336 0.290 0.187
O 0.705 0.741 1.135
H 1.791 0.355 -2.926
H 1.107 -1.247 -2.535
H 2.616 -0.714 -1.764
H -0.518 1.768 -1.103
H -1.199 0.188 -0.723
H -0.694 0.546 -2.385
H 2.360 -0.103 0.295
C -2.489 -4.869 -0.256
N -1.706 -3.677 -0.513
C -1.783 -2.567 0.427
C -0.914 -3.568 -1.591
O -0.219 -2.603 -1.854
H -3.552 -4.622 -0.224
H -2.200 -5.310 0.700
H -2.322 -5.601 -1.044
H -2.151 -1.676 -0.078
H -0.796 -2.347 0.835
H -2.462 -2.824 1.236
H -0.933 -4.466 -2.231
C 7.308 -0.228 -1.340
N 6.393 -1.339 -1.479
C 6.900 -2.620 -1.955
C 5.089 -1.222 -1.181
O 4.270 -2.117 -1.276
H 7.760 0.010 -2.306
H 8.101 -0.478 -0.631
H 6.778 0.650 -0.976
H 6.382 -2.904 -2.872
H 6.713 -3.390 -1.205
H 7.971 -2.553 -2.153
H 4.816 -0.209 -0.830
C 12.724 -1.024 -2.249
N 11.901 -2.131 -2.695
C 12.534 -3.391 -3.053
C 10.566 -2.036 -2.792
O 9.834 -2.936 -3.161
H 13.437 -0.746 -3.027
H 13.275 -1.303 -1.349
H 12.099 -0.163 -2.023
H 12.313 -3.640 -4.090
H 12.152 -4.194 -2.422
H 13.609 -3.306 -2.921
H 10.181 -1.043 -2.500

Its SMILES is CC(=O)OC(=O)CB(C[C@H](C)Cl)C[C@H](O)C(F)(F)F.CN(C)C=O.CN(C)C=O.CN(C)C=O.CN(C)C=O. The HOMO-LUMO gap is 9.1 eV. Its lowest unoccupied orbital energy is 0.0174 hartree. The calculation puts the largest force on an atom at 1.05 eV/Å.

***

[2]
ORCA calculation (the ωB97M-V functional and the def2-TZVPD basis) on 5 unconnected molecules or ions with the total composition C22H43BrF2N5O8 at a distorted geometry.

CARTESIAN COORDINATES (ANGSTROEM)
C 4.610 -1.715 -0.063
C 3.873 -0.689 -1.152
C 3.328 0.654 -0.412
F 4.466 1.263 0.301
C 1.964 0.438 0.536
C 1.147 1.883 0.304
C 2.002 3.228 0.615
O 2.955 3.805 -0.114
Br 1.502 4.245 2.314
C 2.395 0.294 2.117
O 2.152 -0.785 2.914
O 3.099 1.356 2.917
N 1.220 -0.668 -0.079
F 1.435 -1.912 0.341
C -0.207 -0.538 -0.421
C -1.294 -0.412 0.794
C -2.366 -1.691 0.738
O -0.746 -0.402 2.152
H 5.564 -2.253 -0.535
H 3.905 -2.584 0.299
H 4.997 -1.169 0.898
H 4.758 -0.346 -1.877
H 3.098 -1.236 -1.848
H 3.035 1.419 -1.281
H 0.162 1.945 0.966
H 0.787 2.005 -0.829
H -0.508 -1.556 -0.978
H -0.492 0.290 -1.234
H -1.925 0.595 0.680
H -2.572 -2.038 -0.373
H -1.807 -2.582 1.301
H -3.348 -1.395 1.307
H -1.412 -0.692 2.842
C -3.541 3.575 -0.118
C -2.161 3.653 0.473
O -1.404 2.684 0.497
N -1.755 4.845 0.996
C -2.487 6.087 1.064
H -3.721 2.563 -0.493
H -4.289 3.798 0.648
H -3.630 4.274 -0.953
H -0.815 4.820 1.374
H -1.916 6.848 0.526
H -2.569 6.375 2.114
H -3.485 6.007 0.629
C 4.159 -7.307 1.201
C 3.995 -5.850 0.869
O 4.956 -5.122 0.631
N 2.731 -5.339 0.837
C 1.484 -6.023 1.084
H 5.221 -7.568 1.189
H 3.765 -7.509 2.201
H 3.644 -7.920 0.457
H 2.701 -4.353 0.606
H 0.864 -5.932 0.189
H 0.985 -5.525 1.919
H 1.627 -7.077 1.323
C 3.092 -3.824 -2.556
C 2.263 -4.289 -3.720
O 1.045 -4.124 -3.764
N 2.901 -4.912 -4.752
C 4.309 -5.197 -4.890
H 2.444 -3.348 -1.814
H 3.587 -4.677 -2.085
H 3.830 -3.091 -2.892
H 2.277 -5.196 -5.499
H 4.668 -4.705 -5.797
H 4.427 -6.278 -4.997
H 4.890 -4.851 -4.034
C -6.495 7.311 1.818
C -6.446 6.039 1.020
O -5.384 5.518 0.684
N -7.628 5.458 0.666
C -8.968 5.908 0.961
H -5.477 7.654 2.023
H -7.014 8.089 1.250
H -7.000 7.135 2.772
H -7.514 4.605 0.131
H -9.474 5.119 1.522
H -9.488 6.065 0.013
H -8.979 6.832 1.540

As for the net charge: -1. The HOMO-LUMO gap is 5.0 eV. Its lowest unoccupied orbital energy is 0.0596 hartree. The calculation puts the largest force on an atom at 9.00 eV/Å.

***

[3]
ORCA calculation (the ωB97M-V functional and the def2-TZVPD basis) on 3 unconnected molecules or ions with the total composition C22H43F5N3O5S2 at a distorted geometry.

CARTESIAN COORDINATES (ANGSTROEM)
C -1.863 -0.614 5.329
C -0.597 -0.224 5.373
N 0.325 -0.604 4.314
C 1.145 0.436 3.818
N 2.395 0.822 4.288
S 2.397 1.298 5.955
N 0.650 1.109 2.828
O 1.348 2.145 2.288
C -0.656 0.886 2.212
C -0.636 -0.148 1.093
C -2.056 -0.594 0.765
O -2.286 -1.828 1.457
C -3.526 -1.906 2.030
C -4.436 -2.987 1.537
O -3.851 -1.155 2.923
S 1.186 -2.040 4.648
O 2.423 -1.828 5.331
O 0.286 -2.910 5.320
C 1.504 -2.840 3.000
F 0.348 -2.935 2.337
F 1.914 -4.073 3.298
C 2.602 -2.151 2.124
F 3.527 -1.517 2.848
F 3.213 -3.092 1.413
F 2.049 -1.273 1.287
H -2.589 -0.223 6.015
H -2.174 -1.354 4.610
H -0.249 0.327 6.225
H 3.122 0.151 4.064
H 3.047 0.252 6.502
H 2.183 1.803 1.944
H -0.959 1.841 1.799
H -1.396 0.596 2.945
H -0.131 -1.028 1.459
H -0.148 0.197 0.189
H -2.145 -0.769 -0.299
H -2.765 0.154 1.107
H -4.152 -3.922 2.006
H -4.400 -3.096 0.460
H -5.433 -2.735 1.860
C 3.342 -1.512 -5.192
C 2.189 -2.436 -4.812
C 0.855 -1.709 -4.652
C 0.825 -0.657 -3.542
C 1.172 -1.182 -2.151
C 0.194 -2.236 -1.641
H 3.531 -0.760 -4.423
H 4.263 -2.081 -5.324
H 3.133 -0.994 -6.129
H 2.440 -2.979 -3.896
H 2.075 -3.193 -5.591
H 0.068 -2.447 -4.477
H 0.601 -1.221 -5.597
H -0.174 -0.209 -3.515
H 1.510 0.158 -3.793
H 1.171 -0.336 -1.453
H 2.188 -1.586 -2.136
H -0.823 -1.836 -1.605
H 0.465 -2.557 -0.632
H 0.186 -3.124 -2.273
C 1.299 2.489 -1.891
C 0.196 3.263 -1.172
C -1.202 2.698 -1.426
C -1.666 2.734 -2.882
C -1.676 4.123 -3.517
C -2.632 5.097 -2.832
H 1.178 2.525 -2.973
H 2.278 2.910 -1.659
H 1.304 1.438 -1.586
H 0.237 4.315 -1.458
H 0.391 3.233 -0.094
H -1.920 3.240 -0.802
H -1.229 1.657 -1.081
H -2.674 2.311 -2.935
H -1.035 2.074 -3.483
H -1.970 4.020 -4.563
H -0.668 4.545 -3.526
H -3.655 4.715 -2.852
H -2.625 6.062 -3.339
H -2.356 5.273 -1.791

As for the net charge: +1. The HOMO-LUMO gap is 8.4 eV. Its lowest unoccupied orbital energy is -0.1686 hartree. The calculation puts the largest force on an atom at 2.73 eV/Å.